The following is a DFT calculation (wB97M-V/def2-TZVPD) of a gas-phase ion, C3H8NO2 (charge +1).

Computed properties:
SMILES: [NH3+]CCC(=O)O
E_HOMO, eV: -15.196
Gap between HOMO and LUMO, eV: 11.44

Geometry as ORCA input:
```
! wB97M-V def2-TZVPD RIJCOSX def2/J DEFGRID3
* xyz 1 1
N 1.35 0.48 -0.63
C 0.82 -0.88 -0.15
C -0.42 -0.69 0.68
C -1.44 0.32 0.05
O -1.36 0.69 -1.08
O -1.93 0.96 1.15
H 0.72 1.26 -0.38
H 1.32 0.47 -1.67
H 2.36 0.55 -0.44
H 1.67 -1.37 0.30
H 0.59 -1.51 -1.06
H -0.25 -0.49 1.74
H -1.06 -1.64 0.59
H -2.37 1.85 0.87
*
```

The following is a DFT calculation (wB97M-V/def2-TZVPD) of a gas-phase ion, C10H13N2 (charge +1).

Computed properties:
E_HOMO, eV: -12.076
Gap between HOMO and LUMO, eV: 7.07

Geometry as ORCA input:
```
! wB97M-V def2-TZVPD RIJCOSX def2/J DEFGRID3
* xyz 1 1
C 0.10 -1.64 -2.38
C -1.28 -1.77 -2.19
C 0.89 -1.06 -1.44
C -1.94 -1.06 -1.17
C 0.29 -0.17 -0.50
C -1.13 -0.33 -0.28
C -0.89 0.10 2.04
C 1.11 0.80 0.08
C 0.91 2.25 -0.29
C 2.38 0.37 0.65
N -1.63 0.13 0.91
N -1.45 0.31 3.18
H 0.60 -2.20 -3.14
H -1.77 -2.55 -2.72
H 1.92 -1.20 -1.55
H -2.94 -1.32 -0.85
H 1.25 3.03 0.41
H -0.05 2.50 -0.70
H 1.73 2.55 -0.94
H 3.13 0.97 0.45
H 2.63 -0.64 0.47
H 2.22 0.45 1.77
H -2.62 0.13 0.91
H -0.95 0.11 4.02
H -2.53 0.21 3.25
*
```

The following is a DFT calculation (wB97M-V/def2-TZVPD) of 9 unconnected molecules or ions with the total composition C23H45N3O6S.

Computed properties:
E_HOMO, eV: -9.336
Gap between HOMO and LUMO, eV: 9.54

Geometry as ORCA input:
```
! wB97M-V def2-TZVPD RIJCOSX def2/J DEFGRID3
* xyz 0 1
C 1.28 3.78 -2.76
C 2.21 4.69 -2.06
N 2.91 5.38 -1.46
H 1.41 3.88 -3.83
H 0.30 4.09 -2.41
H 1.46 2.75 -2.45
C -2.18 -4.28 -0.30
C -2.74 -5.34 -1.14
N -3.15 -6.16 -1.82
H -2.48 -4.52 0.72
H -2.52 -3.29 -0.58
H -1.10 -4.35 -0.40
C 0.19 0.73 -1.04
C -0.42 -0.43 -0.40
N -0.83 -1.38 0.11
H 0.73 1.28 -0.28
H -0.50 1.40 -1.55
H 0.86 0.32 -1.80
C -0.25 1.00 2.83
S 1.56 1.01 3.11
O 2.19 0.30 1.93
C 1.55 -0.29 4.37
H -0.83 1.23 3.72
H -0.54 0.04 2.41
H -0.42 1.71 2.03
H 2.58 -0.37 4.73
H 1.23 -1.22 3.91
H 0.96 -0.13 5.28
C -1.73 -2.64 3.12
C -1.41 -2.84 4.58
O -1.07 -1.88 5.24
C -1.34 -4.24 5.13
H -0.98 -3.16 2.52
H -1.82 -1.59 2.86
H -2.68 -3.11 2.84
H -0.46 -4.73 4.70
H -2.21 -4.82 4.82
H -1.28 -4.27 6.21
C 2.22 -0.16 -4.20
C 1.73 -0.05 -5.62
O 0.99 -0.86 -6.11
C 2.25 1.12 -6.43
H 3.07 0.50 -4.04
H 2.43 -1.21 -4.00
H 1.37 0.09 -3.56
H 2.05 2.06 -5.92
H 1.79 1.08 -7.41
H 3.34 1.00 -6.45
C -2.75 -0.13 -3.57
C -2.03 1.20 -3.55
O -0.97 1.36 -4.11
C -2.67 2.29 -2.71
H -2.89 -0.54 -2.57
H -2.18 -0.89 -4.10
H -3.70 0.07 -4.07
H -3.19 1.86 -1.86
H -3.35 2.83 -3.37
H -1.92 2.98 -2.33
C 1.92 -3.22 1.18
C 2.35 -3.53 2.60
O 1.60 -4.11 3.35
C 3.69 -3.01 3.06
H 2.61 -3.76 0.53
H 1.97 -2.13 1.07
H 0.90 -3.55 1.08
H 3.60 -1.93 3.16
H 4.39 -3.30 2.28
H 4.00 -3.45 4.01
C -2.09 4.39 1.74
C -0.95 4.33 0.78
O -0.67 3.33 0.15
C -0.18 5.61 0.58
H -2.48 3.40 1.97
H -2.88 4.97 1.24
H -1.92 4.97 2.65
H -0.77 6.52 0.74
H 0.27 5.69 -0.40
H 0.61 5.62 1.34
*
```

The following is a DFT calculation (wB97M-V/def2-TZVPD) of 2 unconnected molecules or ions with the total composition C4H13NO2.

Computed properties:
SMILES: C[C@H](O)[C@@H](C)N.O
E_HOMO, eV: -9.325
Gap between HOMO and LUMO, eV: 10.09

Geometry as ORCA input:
```
! wB97M-V def2-TZVPD RIJCOSX def2/J DEFGRID3
* xyz 0 1
C -2.03 0.11 -1.34
C -0.52 0.36 -1.25
O 0.22 -0.82 -1.47
C -0.08 1.07 0.03
C -0.08 0.20 1.30
N 1.35 1.50 -0.12
H -2.34 -0.15 -2.35
H -2.64 0.90 -0.90
H -2.19 -0.78 -0.72
H -0.22 0.98 -2.11
H -0.28 -1.61 -1.39
H -0.71 1.94 0.20
H -1.07 0.29 1.79
H 0.56 0.54 2.11
H 0.01 -0.88 1.18
H 1.58 1.54 -1.10
H 1.91 0.77 0.32
O 2.50 -2.08 1.76
H 2.10 -2.61 2.43
H 1.95 -1.29 1.64
*
```

The following is a DFT calculation (wB97M-V/def2-TZVPD) of a molecular structure, C26H29B3F6O21S.

Computed properties:
E_HOMO, eV: -9.014
Gap between HOMO and LUMO, eV: 8.75

Geometry as ORCA input:
```
! wB97M-V def2-TZVPD RIJCOSX def2/J DEFGRID3
* xyz 0 1
C -4.22 2.73 4.81
C -3.46 2.54 3.51
C -2.13 2.90 3.28
C -1.53 2.64 2.05
C -2.21 2.03 1.00
C -1.58 1.72 -0.34
B -0.55 2.73 -0.94
O 0.03 2.45 -2.19
B 1.37 2.22 -1.95
O 2.05 3.21 -1.26
B 1.32 3.79 -0.24
S 2.28 4.37 1.18
O -0.06 3.88 -0.32
C -3.53 1.67 1.23
C -4.13 1.92 2.46
H -4.87 1.86 4.92
H -3.51 2.72 5.63
H -4.80 3.64 4.85
H -1.55 3.38 4.04
H -0.50 2.93 1.93
H -2.39 1.67 -1.07
H -1.16 0.71 -0.34
H 1.85 1.18 -2.28
H 1.33 4.60 2.09
H -4.11 1.20 0.45
H -5.15 1.61 2.60
C -2.77 7.84 2.92
C -1.30 7.56 3.16
O -1.34 6.72 4.30
C -2.53 6.07 4.29
O -2.78 5.11 4.94
O -3.38 6.65 3.41
F -0.61 8.69 3.45
H -3.11 8.70 3.51
H -3.01 8.00 1.87
H -0.80 7.04 2.34
C 5.07 -1.80 -1.41
C 4.62 -1.21 -2.72
O 3.28 -1.66 -2.82
C 2.82 -1.84 -1.56
O 1.67 -1.96 -1.27
O 3.84 -1.84 -0.67
F 5.33 -1.68 -3.77
H 5.45 -2.82 -1.54
H 5.81 -1.20 -0.89
H 4.64 -0.11 -2.76
C 5.52 -1.58 2.40
C 6.34 -1.92 3.63
O 7.43 -2.64 3.08
C 7.62 -2.19 1.81
O 8.58 -2.39 1.15
O 6.54 -1.47 1.39
F 5.66 -2.73 4.48
H 4.84 -2.39 2.13
H 4.97 -0.65 2.49
H 6.71 -1.06 4.18
C -0.33 -5.23 -0.79
C -0.75 -4.62 -2.10
O -2.09 -5.06 -2.22
C -2.58 -5.25 -0.96
O -3.72 -5.40 -0.69
O -1.56 -5.26 -0.06
F -0.03 -5.10 -3.14
H 0.04 -6.24 -0.91
H 0.42 -4.64 -0.26
H -0.73 -3.53 -2.12
C -2.26 -9.28 -0.16
C -1.15 -9.11 -1.18
O -0.61 -10.41 -1.26
C -1.60 -11.30 -0.94
O -1.56 -12.46 -1.15
O -2.64 -10.64 -0.37
F -0.19 -8.25 -0.75
H -1.88 -9.15 0.85
H -3.10 -8.60 -0.33
H -1.49 -8.80 -2.17
C -1.94 4.26 -4.69
C -1.19 3.67 -5.86
O -1.47 4.58 -6.90
C -1.70 5.80 -6.32
O -1.73 6.83 -6.90
O -1.89 5.66 -4.98
F -1.65 2.44 -6.20
H -2.97 3.92 -4.66
H -1.47 4.05 -3.73
H -0.10 3.61 -5.72
*
```

The following is a DFT calculation (wB97M-V/def2-TZVPD) of 8 unconnected molecules or ions with the total composition C30H79BClNO24S7Si.

Computed properties:
SMILES: CCB(O)[Si@](CN)(CCCCl)OC[C@@H](C)O.CCOS(C)(=O)=O.CCOS(C)(=O)=O.CCOS(C)(=O)=O.CCOS(C)(=O)=O.CCOS(C)(=O)=O.CCOS(C)(=O)=O.CCOS(C)(=O)=O
E_HOMO, eV: -8.409
Gap between HOMO and LUMO, eV: 8.79

Geometry as ORCA input:
```
! wB97M-V def2-TZVPD RIJCOSX def2/J DEFGRID3
* xyz 0 1
C 5.17 -3.60 3.60
C 4.80 -2.15 3.11
B 3.27 -2.02 2.60
O 2.21 -2.26 3.50
Si 3.00 -1.48 0.69
C 2.42 0.33 0.73
N 1.60 0.72 -0.48
C 1.65 -2.54 -0.17
C 0.46 -2.95 0.78
C -0.31 -1.73 1.33
Cl -1.87 -2.29 2.12
O 4.49 -1.79 -0.09
C 4.84 -0.90 -1.14
C 6.16 -0.17 -0.73
C 6.00 0.79 0.47
O 7.04 -1.22 -0.30
H 4.77 -4.34 2.89
H 6.28 -3.67 3.61
H 4.81 -3.74 4.63
H 4.91 -1.47 3.99
H 5.53 -1.79 2.36
H 2.03 -3.20 3.59
H 1.72 0.43 1.60
H 3.21 1.08 0.88
H 1.77 0.06 -1.23
H 1.89 1.66 -0.73
H 1.21 -2.05 -1.06
H 2.12 -3.48 -0.53
H 0.79 -3.64 1.58
H -0.25 -3.52 0.16
H 0.23 -1.17 2.11
H -0.60 -1.02 0.53
H 4.04 -0.22 -1.48
H 5.12 -1.53 -2.01
H 6.63 0.32 -1.60
H 6.96 1.21 0.83
H 5.52 0.27 1.32
H 5.31 1.61 0.19
H 7.90 -0.85 -0.12
C 0.74 7.13 -1.54
C 2.16 7.02 -2.07
O 3.06 6.46 -1.10
S 3.03 4.88 -0.85
C 4.54 4.78 0.06
O 3.20 4.20 -2.11
O 1.94 4.56 0.02
H 0.30 6.15 -1.39
H 0.11 7.67 -2.24
H 0.73 7.65 -0.58
H 2.19 6.43 -2.99
H 2.54 8.01 -2.31
H 5.36 5.07 -0.58
H 4.66 3.75 0.39
H 4.47 5.43 0.93
C -8.14 -6.49 1.33
C -6.88 -6.15 0.56
O -6.05 -5.22 1.28
S -5.16 -5.78 2.50
C -4.12 -4.36 2.68
O -4.37 -6.88 2.02
O -5.99 -5.90 3.66
H -7.91 -7.06 2.23
H -8.81 -7.09 0.71
H -8.66 -5.59 1.64
H -6.31 -7.05 0.31
H -7.14 -5.67 -0.38
H -3.54 -4.24 1.78
H -3.47 -4.53 3.53
H -4.75 -3.49 2.86
C -3.11 -2.79 -3.59
C -2.67 -2.03 -4.84
O -1.84 -0.91 -4.52
S -0.30 -1.18 -4.15
C 0.25 0.49 -4.27
O 0.29 -1.96 -5.21
O -0.22 -1.60 -2.78
H -2.26 -3.28 -3.12
H -3.84 -3.55 -3.85
H -3.54 -2.11 -2.86
H -2.17 -2.70 -5.54
H -3.55 -1.63 -5.34
H 0.14 0.82 -5.30
H 1.30 0.51 -3.99
H -0.34 1.10 -3.60
C -5.39 9.74 -1.95
C -4.90 8.48 -2.64
O -4.04 8.77 -3.75
S -2.52 9.20 -3.44
C -1.91 9.02 -5.09
O -1.92 8.19 -2.60
O -2.49 10.58 -3.08
H -4.57 10.26 -1.45
H -6.14 9.49 -1.20
H -5.82 10.43 -2.67
H -4.39 7.81 -1.93
H -5.75 7.93 -3.04
H -1.98 7.98 -5.38
H -0.87 9.34 -5.09
H -2.50 9.65 -5.75
C 8.09 -7.98 6.61
C 6.71 -7.74 7.20
O 6.73 -6.71 8.20
S 6.79 -5.18 7.71
C 6.37 -4.44 9.26
O 5.72 -4.95 6.78
O 8.15 -4.85 7.39
H 8.43 -7.13 6.03
H 8.08 -8.86 5.96
H 8.82 -8.14 7.41
H 5.99 -7.50 6.42
H 6.37 -8.64 7.70
H 5.36 -4.74 9.53
H 6.43 -3.36 9.14
H 7.09 -4.77 10.01
C -2.94 -8.91 4.42
C -2.93 -7.58 5.15
O -3.05 -7.74 6.57
S -1.75 -8.20 7.40
C -2.38 -7.83 9.01
O -0.67 -7.30 7.10
O -1.60 -9.62 7.28
H -2.05 -9.49 4.65
H -2.99 -8.75 3.35
H -3.80 -9.50 4.74
H -2.03 -7.00 4.90
H -3.79 -6.99 4.83
H -2.55 -6.76 9.08
H -1.64 -8.15 9.73
H -3.31 -8.38 9.16
C -6.33 8.56 -9.20
C -5.95 9.27 -10.48
O -5.15 10.43 -10.24
S -3.59 10.22 -9.90
C -3.09 11.90 -10.11
O -3.00 9.42 -10.93
O -3.46 9.87 -8.51
H -5.46 8.12 -8.72
H -7.05 7.77 -9.40
H -6.77 9.26 -8.48
H -5.45 8.60 -11.17
H -6.86 9.62 -10.98
H -3.24 12.19 -11.15
H -2.04 11.97 -9.85
H -3.68 12.53 -9.44
*
```

Q: Which max |F| values were calculated for the entries above? A: 4.70 5.05 1.36 2.30 1.20 2.09, in eV Å⁻¹.